(1)
24
Properties=species:S:1:pos:R:3:lowdin_charge:R:1 method="wB97M-V/def2-TZVPD" homo_energy_ev="-10.53 / -13.51" de_lowest_kj_mol=165.6 multiplicity=3 orbital_gap_ev="6.19 / 6.30" charge=+1 lumo_energy_ev="-4.34 / -7.21"
H -3.08550 2.39962 -1.68967 0.12
C 0.34192 -2.54424 1.19135 -0.05
H -2.88647 1.14897 -3.02007 0.14
C 1.36975 0.29808 -0.13143 -0.13
H 2.07079 -1.67390 3.06521 0.10
N 0.42043 -0.34442 0.35118 0.06
C -1.71605 0.41464 -0.67450 -0.12
H 0.68290 -3.23352 2.04872 0.12
H 2.12802 1.37372 -1.71594 0.11
N -1.28193 1.18945 -1.56977 -0.03
O -2.42750 -0.18712 0.05245 0.26
H -1.86900 2.63887 -3.03027 0.09
C 1.52832 -0.76764 2.65075 -0.02
H 0.98338 -0.16453 3.43642 0.09
C -2.36024 1.94022 -2.38830 0.09
H -0.58497 -0.86208 2.07954 0.13
H 0.99319 -2.61370 0.45900 0.02
H -0.68964 -2.86091 0.86354 0.10
H 0.17282 2.16815 -2.78430 0.17
H 2.39978 0.32871 0.21400 0.13
C -0.00253 1.46861 -1.91132 -0.05
H 2.27463 -0.10734 2.29287 0.03
C 1.17274 1.07125 -1.36990 0.02
C 0.36517 -1.08089 1.58044 -0.40

(2)
55
Properties=species:S:1:pos:R:3:lowdin_charge:R:1 method="wB97M-V/def2-TZVPD" homo_energy_ev="-3.36 / -4.67" de_lowest_kj_mol=0.0 multiplicity=4 orbital_gap_ev="6.10 / 7.41" charge=-1 lumo_energy_ev="2.74 / 2.74"
C -3.32569 -1.18441 1.66191 -0.14
H -3.26141 1.01961 -1.14206 0.03
H -0.51268 -3.49426 -4.70950 0.11
N 1.63760 0.68593 2.44144 -0.20
C 1.45734 -3.10329 -2.52173 -0.07
N -2.24726 -1.00843 0.90768 0.03
C 3.78455 1.27219 1.66816 -0.11
H -3.62208 -1.99269 -2.07140 0.13
C -3.54676 1.36155 -2.13387 -0.07
C -0.91580 -2.54492 -4.37100 -0.07
H 4.42686 1.46420 0.82071 0.10
C 2.08171 0.77973 3.71906 -0.03
H 0.40167 -4.22982 -0.34634 0.08
H -0.41412 2.14611 -3.45390 0.08
H 2.04091 -3.90177 -2.05666 0.07
H -3.87753 2.39655 -2.02358 0.08
H -2.74528 1.70974 -4.06567 0.11
V -0.55503 0.40561 0.45379 0.28
C -3.55927 -1.80372 -1.01002 0.04
H -5.35563 -1.85362 1.87526 0.09
H -2.43272 0.22804 -5.51418 0.10
H 5.28425 1.62263 3.13545 0.10
H -1.54119 3.21970 -2.60067 0.08
H -4.38438 0.75616 -2.48671 0.08
C -1.51885 -1.69364 -5.27047 -0.10
H -1.60564 -1.96175 -6.31639 0.09
N -1.37435 -0.75763 -1.16198 -0.02
C -1.91150 -0.10727 -3.47645 -0.14
C -1.20838 2.18427 -2.70457 -0.07
H 0.19766 -2.48529 -0.17662 0.06
H -0.78273 1.90976 -1.74127 0.00
C -1.36698 -1.02238 -2.54629 -0.18
C -0.03552 -3.27071 -2.20102 -0.36
C -2.40756 -1.21924 -0.44136 -0.41
C -0.81826 -2.23117 -3.01229 -0.13
C -2.37970 1.29500 -3.11900 -0.37
H -6.42586 -2.58503 0.01306 0.10
H -0.36358 -4.23770 -2.60033 0.12
H -3.22285 -0.93207 2.71184 0.11
H 1.30387 0.56759 4.43639 0.13
S 1.84963 0.83827 -0.22252 0.63
C 4.25111 1.35858 2.95149 -0.10
H -1.21166 -3.52459 -0.35971 0.07
H 1.65184 -3.11223 -3.59483 0.07
C -4.52386 -1.70316 1.19897 -0.04
H 1.81117 -2.14931 -2.12277 0.08
C 3.37239 1.10854 4.01336 -0.08
O 0.38244 0.32541 2.28018 -0.29
C -1.99373 -0.47343 -4.81313 -0.05
C -4.61391 -2.03284 -0.16198 -0.33
C 2.44453 0.93685 1.37295 -0.67
H 3.68250 1.17279 5.04582 0.10
O -5.75960 -2.56019 -0.68049 0.05
Br -1.72525 2.56619 1.10798 -0.12
C -0.18387 -3.36932 -0.68466 -0.08

(3)
48
Properties=species:S:1:pos:R:3:lowdin_charge:R:1 method="wB97M-V/def2-TZVPD" homo_energy_ev=-4.16 orbital_gap_ev=6.47 charge=-1 lumo_energy_ev=2.32
C -5.14140 0.18793 0.06035 -0.09
C -0.34500 3.43865 0.70331 -0.23
C 4.33039 0.47274 -1.22139 -0.04
H -3.23016 -3.00780 -0.91029 0.10
C 3.10174 2.34506 -0.27721 -0.14
C 4.32818 2.98675 -0.07057 -0.09
H 2.07132 4.10842 0.44501 0.11
H -1.25104 3.63413 -1.22103 0.11
C -3.17116 1.61088 -0.13279 -0.12
H 2.79702 -1.40245 0.50993 0.10
C 1.64826 -4.55686 0.24932 -0.10
H 6.44743 0.65323 -1.25835 0.09
C 1.90220 3.05605 0.16241 -0.12
O 1.97513 0.43116 -1.16390 -0.12
H -0.36546 -5.10748 0.76823 0.10
H -1.44230 -1.73994 1.46051 0.08
N -1.21358 -2.71398 1.60872 0.13
C 5.53737 2.41153 -0.40544 -0.14
C 0.03922 -3.01432 1.10590 -0.39
H -3.88402 2.41911 0.10341 0.11
H -5.66947 1.10361 0.31660 0.10
O -1.76844 -0.89141 -0.78143 -0.11
C 3.05292 1.04257 -0.90129 -0.40
H 6.47138 2.92803 -0.22851 0.08
C 0.37415 -4.31835 0.71354 -0.04
C -1.54997 3.29337 -0.22386 -0.23
H 3.56954 -3.65839 -0.19376 0.09
C -5.11909 -2.16154 -0.34147 -0.13
C 5.51221 1.13119 -0.98379 -0.13
H -0.64869 3.12941 1.70957 0.11
C -3.77072 0.28062 -0.20531 -0.14
Na -0.01828 0.33411 -0.54676 0.38
N -1.94591 1.89982 -0.31653 0.03
N 0.72892 2.57343 0.25258 0.02
H 4.32093 -0.50601 -1.68909 0.10
C 2.13742 -2.25998 0.57830 -0.13
H -2.36627 3.94557 0.12231 0.10
C -3.01405 -0.89805 -0.55398 -0.41
C -5.83569 -1.00364 0.00810 -0.14
C -3.77374 -2.11560 -0.61677 -0.05
H 4.31280 3.97585 0.38219 0.10
H -5.63967 -3.11222 -0.40138 0.09
C 2.56473 -3.51264 0.17781 -0.09
H -1.95539 -3.30181 1.26009 0.08
H 1.92690 -5.55385 -0.07238 0.10
H -0.04531 4.49543 0.75370 0.10
H -6.89471 -1.04443 0.22513 0.08
N 0.90938 -2.00788 1.04026 0.13

(4)
21
Properties=species:S:1:pos:R:3:lowdin_charge:R:1 method="wB97M-V/def2-TZVPD" homo_energy_ev=-7.95 orbital_gap_ev=8.00 charge=0 lumo_energy_ev=0.05
H 1.75832 1.55405 -1.28697 0.08
P -3.18241 0.68835 0.65293 0.07
C -0.13431 -0.87504 1.25058 -0.14
C -0.02174 0.88637 -0.46363 -0.39
H 0.38011 -0.75729 2.24073 0.11
H -0.58568 1.56180 -1.00038 0.09
Br -3.70804 -1.28512 -0.31250 0.11
C 0.73663 -1.22175 -0.05175 -0.28
C 2.01683 -0.36521 -0.00071 -0.16
H -0.93447 -1.58575 1.46117 0.08
C -0.63429 0.59226 0.88008 -0.19
C -0.08377 -0.46992 -1.16151 -0.13
H -0.71233 1.40337 1.74188 0.12
H 2.65381 -0.34366 0.97875 0.14
H 1.79738 1.92051 0.38088 0.15
H 2.67412 -0.96236 -0.67360 0.11
H 0.42741 -0.65810 -2.17173 0.15
C 1.50300 1.06260 -0.38844 -0.14
H 0.89040 -2.29014 -0.12804 0.13
Cl -3.69822 1.97525 -0.77970 0.06
H -1.14273 -0.83023 -1.16803 0.05